No. 1
This record from OMol25 describes CH2F3N as an isolated structure in a non-equilibrium geometry. The level of theory is the ωB97M-V functional and the def2-TZVPD basis.

XYZ file:
```
7
Properties=species:S:1:pos:R:3
C 0.586 -0.071 0.021
N -0.592 0.238 -0.556
F 0.449 -0.924 1.050
F -1.370 1.148 0.628
F -1.416 -0.692 -0.737
H 1.155 0.716 0.469
H 1.188 -0.414 -0.874
```

LUMO energy = -0.26 eV
net charge = 0
spin multiplicity = 1
frontier orbital gap = 11.3 eV
E_tot = -10706.7246 eV
ΔE to the lowest compared entry with this formula, charge and spin = 5.7699 eV


No. 2
This record from OMol25 describes CH2F3N3 as an isolated structure in a non-equilibrium geometry. The level of theory is the ωB97M-V functional and the def2-TZVPD basis.

XYZ file:
```
9
Properties=species:S:1:pos:R:3
C -0.406 -0.181 -0.133
N -0.980 -0.354 -1.235
N -0.524 -0.910 0.953
N 0.770 1.268 -0.137
F -0.836 0.613 -2.227
F 1.804 1.015 -1.049
F 1.372 1.068 1.085
H -1.196 -1.613 0.982
H -0.004 -0.904 1.760
```

LUMO energy = 0.27 eV
net charge = 0
spin multiplicity = 1
frontier orbital gap = 10.3 eV
E_tot = -13684.8180 eV
ΔE to the lowest compared entry with this formula, charge and spin = 7.8234 eV


No. 3
This record from OMol25 describes one molecule with the formula CH2F3NOS in a non-equilibrium geometry. The level of theory is the ωB97M-V functional and the def2-TZVPD basis.

XYZ file:
```
9
Properties=species:S:1:pos:R:3
N 0.177 0.937 1.332
S 0.581 0.454 0.034
O 2.001 0.259 -0.232
F -0.099 1.466 -1.060
C -0.692 -0.892 -0.439
F -0.440 -1.944 0.305
F -0.559 -1.263 -1.732
H 0.764 1.479 1.934
H -1.732 -0.496 -0.142
```

LUMO energy = 0.55 eV
structure (SMILES) = N=[S@](=O)(F)C(F)F
net charge = 0
spin multiplicity = 1
frontier orbital gap = 11.7 eV
E_tot = -23592.5414 eV
ΔE to the lowest compared entry with this formula, charge and spin = 2.0128 eV


No. 4
This record from OMol25 describes CH2F3NP2 as an isolated structure in a non-equilibrium geometry. The level of theory is the ωB97M-V functional and the def2-TZVPD basis.

XYZ file:
```
9
Properties=species:S:1:pos:R:3
C -1.615 -0.029 -0.309
N 1.210 0.800 0.148
F 0.924 -1.669 -0.634
F -0.860 2.249 0.784
F 2.498 -1.034 1.152
P 2.083 -0.504 -0.339
P -0.345 0.953 0.101
H -2.709 0.220 -0.377
H -1.186 -0.986 -0.526
```

LUMO energy = -0.13 eV
net charge = 0
spin multiplicity = 1
frontier orbital gap = 9.5 eV
E_tot = -29291.0493 eV
ΔE to the lowest compared entry with this formula, charge and spin = 0.2265 eV